No. 1
C40H56BBr3F5N5OP2TeTi | ωB97M-V/def2-TZVPD

XYZ file:
```
115
Properties=species:S:1:pos:R:3:forces:R:3:lowdin_spin:R:1
Ti 6.051207 1.521312 1.309491 2.3485 -0.4413 0.2417 0.897
C -4.593012 2.563741 4.446739 0.2418 0.0318 0.0274 0.000
C -4.542888 1.232644 3.703870 1.1825 -1.1828 -0.2900 0.000
C -3.448693 0.279142 4.408814 -0.7017 0.4494 -1.3193 0.000
C -5.862635 0.365911 3.823599 0.0948 3.3096 0.5311 0.000
P -3.761043 1.465645 1.892275 0.4290 0.2950 0.3359 0.000
C -4.501244 -0.036404 0.998227 0.6363 -0.8365 -0.6685 0.000
N -3.727887 -1.184811 0.427680 1.0091 1.8184 -1.2654 0.000
B -2.816649 -1.030016 -0.758488 0.1547 -2.3777 1.4350 0.000
N -2.088492 -2.354472 -0.785827 -1.6171 0.8648 1.6704 0.000
C -1.210958 -2.879630 -1.784029 0.2492 -0.0703 -0.1602 0.000
P -1.940032 -2.604903 -3.451085 0.9735 0.5921 -1.5446 0.000
C -0.211769 -1.878949 -4.352428 -1.4050 -0.0218 1.2089 0.000
C -0.604861 -1.544018 -5.837603 1.1445 0.1042 -0.6806 0.000
C 0.185770 -0.548628 -3.607878 1.6143 -0.7891 -1.9754 0.000
C 0.927626 -2.952736 -4.247578 0.9563 0.5688 0.6237 0.000
C -2.282506 -4.339747 -4.114813 -0.6855 -0.7758 0.5186 0.000
C -3.661523 -4.814772 -3.512610 -0.4439 1.0442 1.0043 0.000
C -2.448230 -4.347851 -5.638009 0.4138 2.0136 0.5374 0.000
C -1.228986 -5.393934 -3.764510 1.1238 -1.7406 -0.2550 0.000
C -2.535923 -3.181823 0.301185 -2.0045 1.8392 0.2326 0.000
C -2.198276 -4.433843 0.778730 0.0685 -0.5832 -0.3313 0.000
C -2.849518 -5.009744 1.894425 0.5550 1.2799 0.2892 0.000
C -3.766471 -4.214493 2.607386 0.7906 -2.1631 0.2037 0.000
C -4.134734 -2.962064 2.156281 -1.9306 0.4273 1.3491 0.000
C -3.612092 -2.467648 1.004316 2.7273 0.9965 -1.7062 0.000
C -4.606816 2.920990 0.788284 1.6463 -0.6842 0.9115 0.000
C -3.723400 2.963664 -0.499642 -1.0137 -1.1282 1.1578 0.000
C -4.401810 4.299272 1.439639 -1.8308 0.2759 0.5960 0.000
C -6.072026 2.504952 0.600338 -0.8976 0.7145 0.7246 0.000
H -5.367757 3.228196 4.061385 0.1506 0.0527 0.0805 0.000
H -3.622025 3.056523 4.479294 0.1513 0.2553 -0.8714 0.000
H -4.708276 2.469116 5.521275 -0.7555 -0.6001 0.3117 0.000
H -3.770790 0.150454 5.420542 -0.3273 -0.3781 0.7314 0.000
H -2.404904 0.573397 4.453019 0.0052 0.7642 -0.2852 0.000
H -3.421359 -0.682542 3.882369 -0.1917 -0.0065 0.2303 0.000
H -6.750635 0.891660 3.334369 1.1608 -1.2650 0.0830 0.000
H -6.112569 0.436212 4.894926 0.0624 -0.4932 -0.2097 0.000
H -5.565882 -0.626149 3.558949 -0.7779 -0.5966 -0.3213 0.000
H -5.000175 0.405266 0.161037 -0.4147 0.1272 -0.5399 0.000
H -5.252451 -0.489182 1.593696 -0.8492 -0.1583 0.5692 0.000
H -0.939979 -3.909476 -1.486345 0.0609 0.6089 -0.4890 0.000
H -0.342323 -2.232698 -1.868155 0.4967 -0.3914 0.4762 0.000
H -1.265369 -0.621758 -6.007687 1.0625 -1.2543 0.6389 0.000
H -1.146027 -2.410710 -6.248637 0.3121 0.7078 -0.0499 0.000
H 0.370594 -1.436638 -6.482624 -1.7089 0.0277 1.1431 0.000
H 0.599595 -0.715798 -2.635756 -0.2400 -0.1446 0.9266 0.000
H 1.119798 -0.154892 -4.142961 -1.2469 -0.3076 0.2573 0.000
H -0.572917 0.216527 -3.628737 -0.3306 0.1097 0.1402 0.000
H 0.931051 -3.766611 -3.452875 -0.7076 1.1655 -0.9377 0.000
H 1.953799 -2.498340 -4.095758 -1.0462 0.0014 -0.3065 0.000
H 0.954374 -3.397707 -5.222795 0.2034 -0.7873 -0.4104 0.000
H -4.556773 -4.541809 -4.071064 0.3128 0.2575 -0.7182 0.000
H -3.952466 -4.356989 -2.529666 0.8287 -0.5797 -0.3676 0.000
H -3.702082 -5.897690 -3.436058 0.1720 -0.0786 0.1731 0.000
H -3.208112 -3.564005 -5.910679 0.8659 -0.6656 -0.1145 0.000
H -2.798828 -5.295033 -5.957773 -0.3148 -1.0166 -0.3932 0.000
H -1.439031 -4.143261 -6.053849 -0.9266 -0.2636 -0.2569 0.000
H -0.593267 -5.245888 -2.858646 -0.8233 0.0076 -0.5199 0.000
H -0.477145 -5.509031 -4.595350 -0.6812 0.2290 0.6714 0.000
H -1.699640 -6.428946 -3.665087 0.5374 1.3087 -0.0801 0.000
H -1.424026 -5.026315 0.311675 0.1250 0.0396 -0.1815 0.000
H -2.443750 -5.964953 2.282271 -0.6604 0.6744 -0.2812 0.000
H -4.141009 -4.649184 3.546720 -0.1239 0.5247 -0.5263 0.000
H -4.937085 -2.435448 2.738692 1.0038 -0.3238 -0.7255 0.000
H -2.744165 3.374679 -0.266057 0.0109 0.0332 -0.0739 0.000
H -4.246079 3.562709 -1.236030 0.0576 0.0778 -0.3380 0.000
H -3.614833 1.925922 -0.814412 0.2044 0.2505 -0.6553 0.000
H -3.388985 4.503769 1.850291 -0.6389 -0.1905 -0.5308 0.000
H -5.162536 4.429815 2.251115 0.8281 -0.0406 -0.3212 0.000
H -4.741974 5.053272 0.683126 0.7460 -0.3409 0.4800 0.000
H -6.352712 2.269435 -0.449517 0.1157 0.1128 0.7417 0.000
H -6.778602 3.278042 1.030721 0.7232 -0.5123 -0.8288 0.000
H -6.232979 1.648156 1.277260 -0.4617 0.2247 -0.8143 0.000
Br 3.006856 1.614148 7.281123 0.5064 -0.2099 -0.4397 0.000
C 4.151156 1.526107 5.770850 0.4045 -1.5570 -0.1066 0.000
C 4.901709 0.323824 5.452365 -1.7262 0.0479 2.2807 0.001
C 5.437739 0.157028 4.209632 -0.0565 3.8338 -0.2910 0.004
N 5.580361 1.302630 3.419777 -0.0922 0.4729 1.6608 0.010
C 5.179720 2.541887 3.927188 -0.8283 -3.2802 -0.3712 0.000
C 4.231621 2.622041 4.949274 1.1328 0.1607 -0.1459 0.000
C 5.644615 3.709460 3.223815 0.3829 0.6899 -2.9567 0.004
C 5.483173 4.996933 3.669507 -0.5696 1.9849 -0.1138 0.000
C 5.892635 6.086538 2.822754 -0.3459 -1.3798 -0.1643 0.002
Br 5.879667 7.886529 3.498469 -0.1207 -1.2603 -0.5847 0.000
C 6.270042 5.786755 1.478015 0.3376 1.3161 1.4246 0.000
C 6.437857 4.476747 1.087576 -1.0086 -1.1661 2.4577 0.006
N 6.130244 3.450942 1.959011 0.1963 2.6320 0.2695 0.010
H 4.919246 -0.479555 6.240675 -0.1010 0.8011 -1.1961 0.000
H 5.873446 -0.741093 3.881192 0.2472 -0.9345 -0.6596 0.000
H 3.702081 3.553588 5.098083 -0.0163 -0.1912 0.3559 0.000
H 4.859820 5.200944 4.569507 1.1797 -0.0507 -0.5239 0.000
H 6.484616 6.630679 0.825682 0.0498 -0.3439 -0.0274 0.000
H 6.738304 4.142193 0.114764 0.1566 0.2704 -0.2832 0.001
C 6.581357 0.273183 -3.637471 -0.0886 -0.4721 -1.8401 0.000
C 5.788442 1.251931 -2.825436 1.2338 1.1892 -1.1442 0.001
C 4.728069 2.037277 -3.306023 -1.3535 -0.9993 0.0710 0.002
C 3.897645 2.751275 -2.397505 1.8620 -0.4809 -0.6888 0.002
C 4.308031 2.782550 -1.096626 2.0506 -1.5632 1.2064 0.002
Br 3.239668 3.393876 0.322834 -0.2624 0.0502 -0.0566 0.001
N 5.525487 2.267414 -0.700181 -0.8827 1.1888 -1.3957 0.008
C 6.314403 1.718812 -1.655037 -0.5229 -0.7953 2.0784 0.004
H 7.671389 0.128334 -3.512829 -0.5844 0.5904 0.7950 0.000
H 6.505102 0.610589 -4.678045 -0.0466 -0.2392 -0.0622 0.000
H 6.159848 -0.750934 -3.639003 -0.1224 0.6291 0.3099 0.000
H 4.471502 1.939768 -4.380314 -0.0569 0.2017 0.8475 0.000
H 3.051911 3.320178 -2.653863 -0.9570 0.3548 -0.6834 0.000
H 7.346301 1.500656 -1.361449 -0.3743 -0.2029 0.0747 0.001
F 4.356648 -2.245896 2.112715 0.2199 0.1867 -0.6538 0.001
Te 4.514956 -1.692489 0.212674 -0.2420 1.1138 1.8493 0.007
F 4.404857 -1.189769 -1.717890 -0.2248 0.4003 0.8486 0.004
F -2.618909 0.030735 -1.615438 -0.3843 -1.4085 1.3655 0.000
F 7.837878 1.175150 1.276651 -0.9599 0.2862 -0.1900 -0.010
F 2.641699 -1.499942 0.411889 1.0612 0.2160 -0.6438 0.000
O 5.086930 0.000086 0.918065 -1.8928 -3.0779 -1.5822 0.043
```
Positions in Å, forces in eV/Å.

Calculated values
LUMO (spin up / spin down), eV: -4.4 / -4.4
Total charge: +1
Expectation value of S²: 0.752
Multiplicity: 2
Relative energy (zero: lowest compared OMol25 entry of this formula, charge and spin), kcal/mol: 0.0


No. 2
C40H58F2N2O3Si | ωB97M-V/def2-TZVPD

XYZ file:
```
106
Properties=species:S:1:pos:R:3:forces:R:3:mulliken_charge:R:1
C 4.163179 2.671230 1.846879 -0.3438 -0.4358 -0.6334 -1.313
Si 3.348469 1.371981 0.723671 -0.3963 -0.0891 0.3244 0.249
C 2.078397 0.386769 1.749258 0.5545 -0.2302 0.0751 -1.326
C 2.357660 2.231318 -0.648270 1.0959 -0.0577 -0.1645 -0.783
C 2.199540 1.409180 -1.943491 -0.5599 -0.0701 -0.3808 -1.020
C 0.741251 1.148797 -2.388729 0.2317 0.1941 0.1221 -0.099
C -0.227147 2.345889 -2.309587 -0.0472 -0.1069 -0.2729 -0.301
C -1.457725 2.152878 -3.224406 -0.4889 -0.0217 -0.0441 -1.021
C -2.737035 1.617736 -2.544375 0.1409 -0.1515 0.3380 -0.950
C -2.481229 0.463235 -1.543225 -0.5165 0.3467 -0.7163 0.827
C -3.628739 -0.557410 -1.479511 -0.0592 0.3787 1.1270 -1.388
C -3.147376 -1.827721 -0.765218 -0.7771 0.6450 -1.1289 -0.362
O -3.128993 -1.529458 0.629323 0.2318 -0.4273 -0.3715 -0.310
C -2.062531 -2.090776 1.347682 0.7305 0.2551 0.6891 -0.035
C -2.378699 -1.944403 2.854280 -0.4343 -0.5664 -0.1513 -1.301
N -2.888902 -0.623715 3.281230 1.0060 0.1012 -0.3349 0.138
C -2.267232 -0.124265 4.524922 -0.1695 0.1464 0.2931 -0.560
C -3.236721 0.680650 5.446639 -0.1669 -0.9310 -0.2118 -0.530
C -4.512045 1.273291 4.810815 0.5492 0.5815 0.1021 -0.864
C -4.374220 2.211915 3.610107 -0.6687 0.2150 0.5329 -0.556
N -3.479648 3.355623 3.816798 -0.3313 -1.2106 -0.9231 0.312
C -2.941689 3.875960 4.956333 0.2445 0.6433 -0.4672 -0.250
C -2.225958 4.992397 4.572144 0.2190 0.5056 0.1662 -0.736
C -2.334557 5.149383 3.167493 -0.6503 -0.9319 -0.0956 -0.651
C -3.122435 4.090559 2.729002 0.8438 1.1922 0.3404 -0.486
C -0.717736 -1.396456 1.029134 -0.1667 0.8458 0.6280 0.274
O 0.003525 -2.094693 0.041338 -0.6937 -0.0744 -0.2510 -0.423
O 1.138760 -1.339900 -0.367497 0.4922 -0.4317 -0.4811 -0.126
C 4.595799 0.126941 0.034613 -0.3656 0.3172 0.3268 0.356
C 5.447314 0.447202 -1.032568 0.0742 -0.1587 0.0055 -0.090
C 6.339014 -0.484726 -1.557056 -0.2942 -0.1277 0.4311 -0.303
C 6.373399 -1.755389 -0.981173 0.1673 -0.1513 -0.1024 -0.493
C 5.558581 -2.084053 0.091637 -0.2453 0.2110 0.1870 -0.741
C 4.659838 -1.145887 0.610524 0.6265 -0.2617 -0.6373 -0.313
H 4.046090 3.648066 1.367568 0.1767 -0.0056 0.2482 0.331
H 3.635430 2.661360 2.802122 0.2222 0.1594 0.0484 0.346
H 5.220934 2.427544 1.971168 -0.1072 0.1966 0.1622 0.353
H 1.100869 0.881714 1.755845 0.1366 0.0688 0.1780 0.448
H 2.435332 0.252705 2.777570 -0.1744 0.1691 -0.0497 0.538
H 1.948046 -0.624443 1.341041 0.2733 0.4467 0.4632 0.486
H 1.412171 2.548003 -0.216368 -0.1854 0.0664 -0.0048 0.382
H 2.913357 3.147437 -0.896484 -0.2539 -0.0228 0.1430 0.403
H 2.685683 0.428383 -1.863544 -0.0204 0.1413 -0.0056 0.510
H 2.711786 1.918674 -2.768772 -0.0057 0.0039 0.1748 0.526
H 0.766989 0.835548 -3.439990 0.0452 -0.1212 0.1767 0.391
H 0.371167 0.287821 -1.819884 -0.1424 0.2965 -0.2765 -0.095
H -0.557116 2.540033 -1.283016 0.0346 -0.0739 -0.0338 0.219
H 0.288014 3.262775 -2.625355 0.0877 -0.2012 0.0282 0.495
H -1.207350 1.466106 -4.043444 0.1154 0.0997 0.1259 0.396
H -1.708890 3.106118 -3.704283 0.0334 -0.1057 0.0453 0.353
H -3.455504 1.259827 -3.290821 0.2014 0.1782 -0.1265 0.431
H -3.242416 2.435496 -2.013298 0.0722 -0.0839 -0.0753 0.247
H -1.584118 -0.088472 -1.840977 -0.0011 0.1832 0.1254 -0.098
H -2.334418 0.935141 -0.564795 0.2195 -0.4450 0.0018 0.101
H -4.430892 -0.155112 -0.842529 -0.0165 -0.0133 -0.2563 0.275
H -4.089805 -0.749685 -2.452419 0.3701 -0.1722 -0.0334 0.531
H -2.172985 -2.059256 -1.209775 0.0819 -0.3042 0.5980 0.342
H -3.852657 -2.637109 -0.995272 0.1886 -0.1399 0.3768 0.212
H -1.918993 -3.163180 1.145193 -0.2212 0.0689 -0.0443 0.333
H -3.145626 -2.695578 3.086501 0.1109 0.0898 0.0374 0.365
H -1.464748 -2.245128 3.383217 -0.1063 0.1117 0.0736 0.536
H -2.590289 0.028327 2.563016 -0.4248 0.0269 -0.1499 -0.117
H -1.920871 -0.987740 5.102831 0.0026 0.1210 -0.0714 0.486
H -1.369823 0.477315 4.311617 -0.1671 -0.0560 -0.0408 0.168
H -2.662479 1.414500 6.014383 -0.0538 0.0361 -0.2208 0.230
H -3.592333 -0.041561 6.194606 -0.0627 0.2178 -0.0362 0.405
H -5.004514 1.876027 5.586029 -0.0599 -0.3067 0.0208 0.400
H -5.195783 0.475582 4.518497 0.0879 0.0231 0.0315 0.393
H -4.125583 1.700647 2.679713 0.3712 -0.0455 0.1930 0.318
H -5.373072 2.637707 3.435485 0.0781 -0.1565 0.0105 0.287
H -3.090857 3.454066 5.934346 -0.1093 -0.0036 -0.1079 0.443
H -1.690634 5.672416 5.220217 -0.0519 -0.2046 0.0862 0.422
H -1.933544 5.918793 2.529065 0.1265 0.0313 0.1466 0.432
H -3.433434 3.849915 1.722635 -0.1137 -0.1590 0.2015 0.444
H -0.954926 -0.363861 0.702698 0.1147 -0.2726 -0.1904 -0.077
H -0.095663 -1.283523 1.930192 -0.1808 -0.2604 -0.0731 0.532
H 1.015353 -0.420989 -0.080062 -0.5121 -0.1690 -0.0899 -0.759
H 5.406210 1.444713 -1.466712 -0.0129 -0.0951 0.0130 0.365
H 7.003218 -0.235707 -2.376180 -0.2779 -0.0573 0.2283 0.419
H 7.045846 -2.517366 -1.366940 -0.0153 0.1682 -0.0269 0.384
H 5.610776 -3.076082 0.530857 0.0124 0.0877 -0.0826 0.374
H 4.027048 -1.451926 1.436234 -0.0330 0.2006 -0.0585 0.294
F -6.733059 -3.404597 -1.223922 0.0110 0.0228 -0.0122 -0.334
C -6.465267 -4.474763 -0.450990 0.0923 -0.3075 0.2403 0.305
C -6.545473 -5.740383 -0.999002 -0.0600 0.0038 -0.2528 -0.513
C -6.263255 -6.840816 -0.202487 0.0135 0.1013 0.0983 -0.331
C -5.914836 -6.666522 1.129534 0.0195 -0.0738 0.0455 -0.509
C -5.843098 -5.388141 1.665171 -0.0129 -0.0724 -0.1284 -0.418
C -6.113938 -4.282803 0.871525 0.0096 0.2889 0.0835 -0.142
H -6.826127 -5.857306 -2.037519 0.0099 0.0305 0.0015 0.415
H -6.316221 -7.836092 -0.623164 -0.0171 0.0129 -0.0207 0.362
H -5.699336 -7.527077 1.749167 -0.0020 0.0097 -0.0029 0.375
H -5.575466 -5.249620 2.704374 0.0073 0.0282 -0.0080 0.379
H -6.052934 -3.278847 1.272264 0.0005 0.0142 -0.0475 0.419
F 8.577594 0.270518 -3.507060 0.2407 0.0742 -0.1778 -0.373
C 8.340658 0.358292 -4.834146 -0.0327 0.0282 -0.2950 0.425
C 8.804593 -0.640665 -5.665667 0.1057 -0.1847 0.0840 -0.498
C 8.554501 -0.549401 -7.027206 -0.0718 0.1444 0.0289 -0.325
C 7.856331 0.537625 -7.536436 -0.0039 -0.0060 -0.0624 -0.516
C 7.402157 1.533643 -6.682694 0.0653 -0.1310 -0.0149 -0.339
C 7.640207 1.444160 -5.318692 -0.0780 0.1581 0.1400 -0.328
H 9.352828 -1.475293 -5.249036 -0.0169 0.0150 0.0264 0.410
H 8.905429 -1.327808 -7.691349 0.0172 -0.0049 0.0198 0.356
H 7.666345 0.607502 -8.599317 -0.0007 0.0031 0.0102 0.372
H 6.861361 2.382729 -7.078716 -0.0123 -0.0013 0.0236 0.358
H 7.287948 2.205498 -4.635060 0.0298 -0.0146 0.0161 0.424
```
Positions in Å, forces in eV/Å.

Calculated values
LUMO, eV: 0.6
SMILES string: C[Si](C)(CCCCCCCCCO[C@H](CNCCCCn1cccc1)COO)c1ccccc1.Fc1ccccc1.Fc1ccccc1


Number 1: DFT total energy -325262.0937 eV. Number 2: DFT total energy -64852.3018 eV.